Entry 1:
One molecule with the formula C2H3N2PS in a non-equilibrium geometry. Source: the OMol25 dataset; level of theory: the ωB97M-V functional and the def2-TZVPD basis.

Geometry (Å):
C (-0.67986, -1.56360, 0.64472)
C (-0.50040, 0.56554, -0.41468)
N (-0.90849, -0.40631, 0.15563)
N (1.98249, -1.21805, 0.27785)
P (-0.44286, 2.25819, -0.77257)
S (0.99994, -2.18461, 0.77025)
H (-1.47551, -2.22012, 0.93428)
H (0.51715, 2.14239, -1.78298)
H (0.50755, 2.62657, 0.18752)

LUMO energy (spin up / spin down) in eV: -0.41 / -0.41
Energy relative to the best compared isomer or geometry (same formula, charge and spin) in kcal per mole: 91.2
Net charge: 0
E in Ha: -926.885557
Spin multiplicity: 1
HOMO level (spin up / spin down) in eV: -8.102 / -8.102
Gap between HOMO and LUMO (spin up / spin down) in Eh: 0.2828 / 0.2828

Entry 2:
One molecule with the formula C3H9NS in a non-equilibrium geometry. Source: the OMol25 dataset; level of theory: the ωB97M-V functional and the def2-TZVPD basis.

Geometry (Å):
C (0.09943, -0.44881, 1.16856)
C (-0.09848, 0.75491, 0.28721)
C (0.02384, 0.52707, -1.24807)
S (1.47219, 1.32130, -1.99224)
N (-0.84857, -1.53433, 0.80359)
H (-0.07077, -0.21683, 2.21625)
H (1.09500, -0.88902, 1.11164)
H (-1.04219, 1.26116, 0.45801)
H (0.55184, 1.57934, 0.60453)
H (-0.88165, 0.96412, -1.61995)
H (0.10450, -0.50822, -1.57219)
H (2.36628, 0.36005, -1.74217)
H (-1.35114, -1.31318, -0.03819)
H (-1.42031, -1.85757, 1.56303)

SMILES string: NCCCS
LUMO energy in eV: 1.02
Energy relative to the best compared isomer or geometry (same formula, charge and spin) in kcal per mole: 14.4
Net charge: 0
E in Ha: -572.617064
Spin multiplicity: 1
HOMO level in eV: -9.023
Gap between HOMO and LUMO in Eh: 0.3692

Entry 3:
One molecule with the formula C3H5ClN2S in a non-equilibrium geometry. Source: the OMol25 dataset; level of theory: the ωB97M-V functional and the def2-TZVPD basis.

Geometry (Å):
C (-0.87221, -0.56815, 0.36014)
C (0.27571, 1.23940, -0.51890)
C (1.55721, 0.43103, -0.17182)
N (-0.89903, 0.55503, -0.25091)
N (-1.67324, -1.55500, 0.67441)
S (1.06478, -1.05019, 0.71869)
Cl (-3.35347, -1.64543, 0.39555)
H (0.37209, 2.12546, 0.12748)
H (0.47721, 1.66080, -1.48996)
H (2.00945, 0.24891, -1.08966)
H (2.24338, 0.98470, 0.37561)
H (-1.20188, -2.42656, 0.86936)

SMILES string: ClNC1=NCCS1
LUMO energy in eV: 0.25
Energy relative to the best compared isomer or geometry (same formula, charge and spin) in kcal per mole: 34.7
Net charge: 0
E in Ha: -1085.123878
Spin multiplicity: 1
HOMO level in eV: -8.691
Gap between HOMO and LUMO in Eh: 0.3285

Entry 4:
C38H34BrGeMnN4O4PS as an isolated structure in a non-equilibrium geometry. Source: the OMol25 dataset; level of theory: the ωB97M-V functional and the def2-TZVPD basis.

Geometry (Å):
Mn (0.63648, -0.09400, 0.16446)
O (-0.87798, 2.66371, 1.78859)
C (-1.10522, 3.04052, 0.67772)
O (-0.74585, 2.23691, -0.53313)
C (-1.77784, 4.25656, 0.13814)
C (-1.93228, 5.44736, 0.86184)
C (-2.25572, 6.60852, 0.17665)
C (-2.40093, 6.62296, -1.22585)
C (-2.34475, 5.44173, -1.94640)
C (-2.04878, 4.26976, -1.23236)
P (-1.56729, 2.71407, -1.88696)
C (-0.26832, 2.97432, -3.10223)
C (-0.09506, 2.01287, -4.09895)
C (0.62528, 2.35324, -5.22654)
C (1.53474, 3.41707, -5.10454)
C (1.62511, 4.13946, -3.90731)
C (0.76389, 3.87947, -2.86632)
C (-2.86985, 1.67304, -2.39275)
C (-3.70581, 1.00935, -1.45630)
C (-4.95925, 0.58812, -1.85131)
C (-5.40744, 0.74365, -3.19717)
C (-4.58373, 1.38605, -4.08223)
C (-3.29598, 1.81079, -3.72181)
H (-1.71544, 5.49424, 1.93923)
H (-2.40327, 7.50934, 0.76106)
H (-2.55135, 7.57611, -1.75492)
H (-2.60258, 5.38335, -3.00583)
H (-0.53927, 1.02760, -3.99986)
H (0.63262, 1.73171, -6.12992)
H (2.17586, 3.71958, -5.99121)
H (2.39393, 4.89475, -3.76257)
H (0.87867, 4.33914, -1.86490)
H (-3.38126, 0.80287, -0.46670)
H (-5.63499, 0.07917, -1.15013)
H (-6.38894, 0.37625, -3.46444)
H (-4.94209, 1.51988, -5.10303)
H (-2.68332, 2.29982, -4.48614)
Br (0.60283, -8.08007, 0.96224)
C (0.76005, -7.33640, 2.67414)
C (-0.45684, -7.15516, 3.43425)
C (-0.47224, -6.26175, 4.47788)
C (0.62238, -5.34737, 4.61793)
C (1.89350, -5.69767, 4.04559)
C (1.95898, -6.69848, 3.06468)
N (0.32586, -4.10197, 5.02854)
N (1.24763, -3.18256, 5.16046)
C (0.80581, -1.93028, 4.85660)
C (1.70125, -0.86333, 5.19057)
C (1.99752, 0.09379, 4.24415)
C (1.32545, 0.08094, 2.98134)
O (1.69610, 0.69259, 1.90967)
C (0.15184, -0.77206, 2.87818)
N (-0.54393, -0.69980, 1.69483)
C (-1.76544, -1.27574, 1.66192)
C (-2.27224, -2.03772, 2.70670)
C (-1.46059, -2.38170, 3.77998)
C (-0.23941, -1.70835, 3.88485)
H (-1.33237, -7.73125, 3.17090)
H (-1.42800, -6.01441, 4.89816)
H (2.79486, -5.10850, 4.30751)
H (2.89829, -6.90555, 2.48415)
H (2.19729, -1.00570, 6.14288)
H (2.79624, 0.83234, 4.44863)
H (-2.36401, -1.05681, 0.76431)
H (-3.26274, -2.44253, 2.52075)
H (-1.71286, -3.15758, 4.46904)
C (2.76923, -2.51607, -0.76579)
Ge (3.65169, -0.74961, -0.83381)
C (4.71481, -0.74672, -2.47772)
C (4.79719, -0.58624, 0.71836)
C (2.19252, 0.54227, -0.98444)
H (3.35477, -3.22567, -1.39406)
H (1.76642, -2.40612, -1.20454)
H (2.69786, -3.02350, 0.21956)
H (5.67883, -1.23218, -2.44714)
H (4.87520, 0.29242, -2.80384)
H (4.13773, -1.21653, -3.31016)
H (5.55802, 0.16445, 0.48182)
H (5.27153, -1.55845, 0.91574)
H (4.15348, -0.18129, 1.52325)
H (1.90090, 0.59652, -2.04598)
H (2.55054, 1.55046, -0.66006)
O (-2.83428, -1.80769, -1.53129)
S (-1.48717, -1.59950, -2.07179)
N (-0.39651, -0.99286, -1.28481)

LUMO energy (spin up / spin down) in eV: 3.32 / 3.34
Energy relative to the best compared isomer or geometry (same formula, charge and spin) in kcal per mole: 72.6
Net charge: -2
E in Ha: -8529.744292
Spin multiplicity: 6
HOMO level (spin up / spin down) in eV: 0.133 / -0.594
<S²>: 8.939
Gap between HOMO and LUMO (spin up / spin down) in Eh: 0.1170 / 0.1445

Entry 5:
C32H27N2O7RuS as an isolated structure. Source: the OMol25 dataset; level of theory: the ωB97M-V functional and the def2-TZVPD basis.

Geometry (Å):
Ru (-0.21093, -0.08465, -0.43325)
C (6.61983, -0.44555, -0.00612)
O (6.12062, -0.36093, 1.32518)
C (4.80340, -0.24796, 1.50628)
C (4.38755, -0.18163, 2.85619)
C (3.06452, -0.06320, 3.13589)
C (2.07897, -0.01421, 2.11486)
C (0.70477, 0.12945, 2.45263)
C (0.26757, 0.26400, 3.88210)
O (-0.23481, 0.14938, 1.61448)
C (2.51331, -0.08622, 0.76593)
O (1.72410, -0.04671, -0.28590)
C (3.87993, -0.19459, 0.47924)
H (7.69662, -0.53851, 0.08781)
H (6.37579, 0.45686, -0.56903)
H (6.21872, -1.32331, -0.51531)
H (5.13681, -0.23311, 3.63258)
H (2.75480, -0.01501, 4.17002)
H (0.58025, -0.60795, 4.45674)
H (-0.81492, 0.34436, 3.91499)
H (0.71778, 1.14419, 4.34144)
H (4.16571, -0.24892, -0.55977)
C (-3.48091, -6.47830, -4.08510)
C (-2.96081, -5.52755, -3.04653)
C (-3.17670, -5.75576, -1.69190)
C (-2.67798, -4.88795, -0.73261)
C (-1.95496, -3.77802, -1.14245)
C (-1.72346, -3.52250, -2.48888)
C (-2.23133, -4.39858, -3.42766)
S (-1.31426, -2.70974, 0.09383)
O (0.11696, -2.48029, -0.13484)
O (-1.77136, -3.17723, 1.36311)
N (-1.81534, -1.19596, -0.17608)
C (-2.98824, -0.58068, 0.24170)
C (-4.16521, -1.16263, 0.62763)
C (-5.26001, -0.34148, 0.97960)
C (-5.17980, 1.02206, 0.96045)
C (-3.96740, 1.64662, 0.57868)
C (-3.74093, 3.03958, 0.56373)
C (-2.51217, 3.52562, 0.20976)
C (-1.48906, 2.63942, -0.16027)
N (-1.68170, 1.33988, -0.17168)
C (-2.89132, 0.82545, 0.20892)
H (-4.19876, -7.17783, -3.66128)
H (-2.66136, -7.05647, -4.51579)
H (-3.96425, -5.94047, -4.90090)
H (-3.74093, -6.62506, -1.37922)
H (-2.84128, -5.06938, 0.32028)
H (-1.15563, -2.65343, -2.78855)
H (-2.06040, -4.20944, -4.48053)
H (-4.25847, -2.23860, 0.67882)
H (-6.18485, -0.81739, 1.27650)
H (-6.02737, 1.63289, 1.24031)
H (-4.54038, 3.71419, 0.84309)
H (-2.30361, 4.58539, 0.20360)
H (-0.51346, 2.99192, -0.46034)
O (0.33366, 1.32318, -1.78726)
C (0.07044, 0.54772, -2.77763)
O (-0.36218, -0.58811, -2.41431)
C (0.24574, 0.94425, -4.17228)
C (0.76165, 2.20297, -4.47320)
C (0.92946, 2.57061, -5.79638)
C (0.58709, 1.68296, -6.80877)
C (0.07689, 0.42687, -6.50580)
C (-0.09690, 0.05313, -5.18536)
H (1.02989, 2.87580, -3.66970)
H (1.33040, 3.54449, -6.04109)
H (0.72106, 1.97166, -7.84284)
H (-0.18325, -0.25790, -7.30113)
H (-0.49220, -0.92139, -4.93221)

LUMO energy in eV: -3.88
Energy relative to the best compared isomer or geometry (same formula, charge and spin) in kcal per mole: 0.0
Net charge: +1
E in Ha: -2364.718484
Spin multiplicity: 1
HOMO level in eV: -10.974
Gap between HOMO and LUMO in Eh: 0.2607

Entry 6:
C19H52FeO21S3V as an isolated structure in a non-equilibrium geometry. Source: the OMol25 dataset; level of theory: the ωB97M-V functional and the def2-TZVPD basis.

Geometry (Å):
Fe (1.54794, -2.80429, -0.30252)
O (-3.56850, -2.24376, 1.98046)
V (-2.31672, -1.35273, 2.53610)
O (-2.57887, -1.16833, 4.07436)
S (2.95250, -2.31496, -3.29192)
O (2.26038, -1.18329, -3.87491)
O (2.48713, -2.47554, -1.86453)
O (2.58557, -3.58298, -3.96477)
O (4.41697, -2.16464, -3.28814)
S (-0.32229, -0.88994, -0.29705)
O (-1.49261, -1.00950, 0.56870)
O (-0.31817, 0.29061, -1.15891)
O (0.89748, -1.11461, 0.54012)
O (-0.09565, -2.14845, -1.07095)
S (0.03698, -3.94698, 2.39575)
O (0.79305, -3.71283, 1.12310)
O (-0.88916, -2.84212, 2.61063)
O (-0.65590, -5.20716, 2.22141)
O (1.01285, -4.05920, 3.47585)
C (-0.06375, -5.48138, -1.24816)
O (0.94847, -4.51612, -1.59202)
H (-0.61067, -5.76511, -2.14957)
H (0.53686, -6.33807, -0.92738)
H (-0.76185, -5.23976, -0.45127)
H (1.20627, -4.69219, -2.51044)
C (-4.59337, 2.80869, 2.39708)
C (-3.50689, 1.98032, 3.10688)
C (-4.00266, 1.60870, 4.52343)
O (-3.26621, 0.85818, 2.29266)
H (-4.22354, 2.94819, 1.38147)
H (-4.83521, 3.74654, 2.89831)
H (-5.53055, 2.25440, 2.31121)
H (-2.62797, 2.63551, 3.12903)
H (-4.29600, 2.49155, 5.09515)
H (-3.18454, 1.18022, 5.10204)
H (-4.86321, 0.94901, 4.43205)
H (-3.06781, 1.19236, 1.38252)
C (1.58158, 3.96711, -2.69042)
C (2.11892, 2.57710, -2.39567)
C (2.30302, 2.33848, -0.89626)
O (1.27240, 1.60762, -2.99758)
H (2.13775, 4.68183, -2.07680)
H (0.50865, 3.98250, -2.51019)
H (1.83418, 4.19089, -3.72790)
H (3.14005, 2.42304, -2.76221)
H (3.06157, 2.99493, -0.46125)
H (2.63926, 1.33111, -0.64263)
H (1.37114, 2.45541, -0.33366)
H (0.85820, 1.14258, -2.24819)
C (1.14595, 0.37603, 4.60607)
C (0.16423, 0.92225, 3.57870)
C (0.79487, 2.03375, 2.70898)
O (-0.26531, -0.09733, 2.69454)
H (1.64521, 1.17402, 5.16257)
H (1.98274, -0.11533, 4.10298)
H (0.65188, -0.30945, 5.29193)
H (-0.71699, 1.34139, 4.06612)
H (1.13196, 2.82776, 3.37801)
H (0.06873, 2.37088, 1.97028)
H (1.64447, 1.66831, 2.12846)
H (0.48681, -0.44353, 2.18033)
C (-1.52462, -2.13140, -4.64481)
C (-2.02133, -0.83040, -4.04427)
C (-2.88915, -1.11442, -2.82232)
O (-0.83288, -0.07553, -3.77085)
H (-2.26431, -2.78156, -5.13166)
H (-1.15685, -2.80597, -3.86908)
H (-0.77044, -1.90010, -5.39610)
H (-2.57021, -0.27220, -4.81333)
H (-2.41598, -1.84948, -2.17217)
H (-3.94760, -1.33735, -2.94717)
H (-2.85902, -0.22264, -2.18873)
H (-0.82078, 0.12722, -2.80691)
C (-1.40769, 3.72134, -0.22021)
C (-2.55684, 2.98453, -0.91967)
C (-2.30728, 2.69596, -2.38673)
O (-2.63294, 1.72723, -0.21747)
H (-1.76405, 3.91992, 0.79164)
H (-1.21905, 4.68972, -0.69366)
H (-0.48928, 3.14040, -0.26407)
H (-3.49518, 3.53019, -0.81586)
H (-1.42812, 2.09827, -2.62548)
H (-2.13425, 3.69197, -2.81075)
H (-3.20333, 2.26607, -2.83276)
H (-1.87815, 1.16631, -0.45942)
C (4.51143, -0.05924, 1.24002)
C (4.41831, -1.25658, 0.30929)
C (5.65510, -2.14928, 0.18993)
O (3.30493, -2.02031, 0.77498)
H (3.53121, 0.41954, 1.28457)
H (5.16139, 0.71185, 0.81761)
H (4.80181, -0.21875, 2.28164)
H (4.18826, -0.93828, -0.70897)
H (6.47775, -1.55565, -0.22492)
H (5.52001, -2.98001, -0.49844)
H (6.09594, -2.44259, 1.14766)
H (3.35152, -2.08045, 1.73647)

LUMO energy (spin up / spin down) in eV: 3.89 / 3.89
Net charge: -2
E in Ha: -5737.677422
Spin multiplicity: 6
HOMO level (spin up / spin down) in eV: -2.652 / -2.622
<S²>: 8.758
Gap between HOMO and LUMO (spin up / spin down) in Eh: 0.2403 / 0.2392